# 1
{"formula": "C17H72IN4O23S", "method": "ωB97M-V/def2-TZVPD", "total_charge": 1, "fmax_ev_per_a": 1.109, "molar_mass_da": 859.74, "e_tot_ev": -90778.9225, "elements": ["C", "C", "C", "C", "C", "C", "N", "C", "C", "C", "C", "S", "C", "N", "N", "C", "O", "C", "I", "C", "C", "C", "O", "C", "N", "H", "H", "H", "H", "H", "H", "H", "H", "H", "H", "H", "H", "H", "H", "H", "H", "H", "H", "H", "H", "H", "H", "H", "H", "H", "H", "H", "H", "H", "H", "O", "H", "H", "O", "H", "H", "O", "H", "H", "O", "H", "H", "O", "H", "H", "O", "H", "H", "O", "H", "H", "O", "H", "H", "O", "H", "H", "O", "H", "H", "O", "H", "H", "O", "H", "H", "O", "H", "H", "O", "H", "H", "O", "H", "H", "O", "H", "H", "O", "H", "H", "O", "H", "H", "O", "H", "H", "O", "H", "H", "O", "H", "H"], "positions_angstrom": [[-3.6601, -4.6365, -1.0768], [-2.9385, -3.3263, -1.3645], [-2.4243, -3.1546, -2.8002], [-3.3574, -3.8321, -3.8117], [-2.2564, -1.6835, -3.2042], [-2.6594, -0.6586, -2.2212], [-1.7535, 0.1823, -1.9094], [-2.0431, 1.3048, -0.9687], [-0.8771, 1.9830, -0.2751], [-0.5562, 1.4414, 1.1171], [0.8677, 1.8129, 1.5584], [0.7905, 3.2183, 2.7206], [1.9331, 2.7769, 3.9333], [3.2136, 2.7666, 3.8396], [3.6967, 2.3571, 5.0594], [2.6694, 2.1658, 5.8034], [1.5077, 2.3964, 5.1560], [-0.4687, -0.0758, -2.5770], [0.3137, 1.6329, -3.5700], [-0.8738, -1.1286, -3.6261], [0.2223, -2.0229, -4.1590], [0.9165, -2.9392, -3.1352], [0.3013, -2.8087, -1.8525], [0.9707, -4.3945, -3.5699], [2.2715, -4.9990, -3.2536], [-3.7692, -4.7146, -0.0066], [-4.6619, -4.6082, -1.4767], [-3.1263, -5.4942, -1.4612], [-3.6186, -2.5343, -1.0728], [-2.0924, -3.2918, -0.6852], [-1.4818, -3.6740, -2.8630], [-3.1449, -3.4768, -4.8120], [-3.2396, -4.9047, -3.8141], [-4.3858, -3.5731, -3.5966], [-2.9050, -1.4994, -4.0557], [-3.6383, -0.5932, -1.7870], [-2.6119, 2.0243, -1.5406], [-2.7046, 0.8940, -0.2208], [-1.2132, 3.0074, -0.1560], [0.0093, 2.0461, -0.8876], [-1.2661, 1.8583, 1.7974], [-0.7148, 0.3675, 1.1365], [1.4185, 1.0427, 2.0689], [1.4358, 2.1466, 0.7052], [2.6991, 1.8465, 6.8226], [0.1852, -0.4133, -1.7902], [-1.1162, -0.5056, -4.4787], [0.9619, -1.3755, -4.6110], [-0.1788, -2.6190, -4.9682], [1.9575, -2.6467, -3.0681], [0.1199, -3.6709, -1.4634], [0.7895, -4.4689, -4.6321], [0.1490, -4.9365, -3.0991], [2.2311, -5.3558, -2.3055], [2.3629, -5.8323, -3.8228], [4.7713, 5.7268, 3.5729], [4.3288, 4.8803, 3.7009], [4.8460, 5.8201, 2.6182], [3.2373, -0.8015, -4.7768], [2.8304, 0.0697, -4.7748], [3.9151, -0.7794, -5.4646], [-1.3421, 1.3956, 5.1505], [-1.2916, 0.4539, 5.3630], [-0.4211, 1.6711, 5.0532], [1.4583, 6.8297, 2.9587], [1.5174, 5.8905, 3.1500], [2.3821, 7.1121, 2.9417], [-1.9166, 5.3548, 3.3900], [-1.9893, 5.8259, 4.2298], [-1.2102, 4.7118, 3.5085], [0.2652, -3.9386, 0.6467], [0.8796, -3.1985, 0.6002], [-0.4378, -3.6171, 1.2169], [-1.5230, 5.4053, 0.1319], [-0.5711, 5.2954, 0.0444], [-1.7007, 5.2804, 1.0713], [-2.9842, -0.0863, 7.2023], [-2.4381, 0.6641, 6.9472], [-3.6767, 0.3013, 7.7464], [-4.7176, 6.6098, 2.8067], [-3.8679, 6.1661, 2.8867], [-5.3577, 5.8977, 2.7233], [-3.1381, 1.0956, 2.9283], [-3.9781, 0.7596, 3.2591], [-2.5353, 1.0420, 3.6897], [-4.2900, 3.9160, 4.7686], [-3.5236, 4.2349, 4.2769], [-4.5166, 3.0846, 4.3435], [-5.0173, 1.7752, 0.2896], [-5.8705, 1.5268, 0.6597], [-4.3961, 1.6235, 1.0142], [5.2816, -5.5806, -3.9101], [5.8594, -4.8162, -4.0340], [4.5636, -5.2605, -3.3516], [3.9532, 0.9523, 8.4549], [4.8702, 0.7372, 8.2576], [3.8315, 0.6994, 9.3749], [3.0574, -0.4128, 2.3623], [3.1645, 0.0005, 3.2261], [3.7884, -1.0407, 2.3214], [8.0954, -4.6141, -3.6978], [8.1421, -5.5740, -3.6361], [9.0083, -4.3138, -3.6969], [1.7045, 9.7846, 1.9952], [1.6069, 8.8278, 2.0087], [0.9414, 10.0959, 1.5002], [5.8199, -8.4991, -5.0847], [5.1366, -9.0460, -4.6894], [5.5581, -7.5907, -4.8939], [-4.9855, -3.0407, 1.6156], [-5.7910, -3.3506, 2.0423], [-4.3227, -3.0668, 2.3126], [4.2823, -2.7044, -6.6119], [3.8004, -3.0135, -5.8373], [3.9522, -3.2406, -7.3385], [-0.9354, 5.0761, -4.4233], [-0.6722, 4.1515, -4.4160], [-1.4919, 5.1910, -3.6468]]}


# 2
{"formula": "C17H8BrCl56O5PS", "method": "ωB97M-V/def2-TZVPD", "total_charge": 0, "fmax_ev_per_a": 1.071, "molar_mass_da": 2420.56, "e_tot_ev": -819414.7560, "elements": ["C", "C", "O", "C", "O", "S", "O", "O", "P", "O", "Br", "H", "H", "H", "H", "H", "H", "H", "H", "C", "Cl", "Cl", "Cl", "Cl", "C", "Cl", "Cl", "Cl", "Cl", "C", "Cl", "Cl", "Cl", "Cl", "C", "Cl", "Cl", "Cl", "Cl", "C", "Cl", "Cl", "Cl", "Cl", "C", "Cl", "Cl", "Cl", "Cl", "C", "Cl", "Cl", "Cl", "Cl", "C", "Cl", "Cl", "Cl", "Cl", "C", "Cl", "Cl", "Cl", "Cl", "C", "Cl", "Cl", "Cl", "Cl", "C", "Cl", "Cl", "Cl", "Cl", "C", "Cl", "Cl", "Cl", "Cl", "C", "Cl", "Cl", "Cl", "Cl", "C", "Cl", "Cl", "Cl", "Cl"], "positions_angstrom": [[4.7028, -0.9921, -2.8661], [3.2164, -0.8360, -2.5866], [2.9510, 0.4871, -2.1189], [1.6508, 0.9047, -2.2442], [0.8172, 0.4192, -1.1735], [0.0315, -0.9513, -1.4646], [0.1638, -1.7043, -0.2483], [-1.4934, -0.2996, -1.4618], [-2.5994, -1.1561, -2.3959], [-4.0201, -0.6319, -1.8455], [-2.6171, -3.1929, -1.4925], [5.1832, -0.0276, -3.0033], [4.8366, -1.5975, -3.7621], [5.1851, -1.5413, -2.0606], [2.5986, -1.0503, -3.4648], [2.9112, -1.5510, -1.8156], [1.6443, 1.9836, -2.1338], [1.2271, 0.6387, -3.2201], [-4.2525, 0.1810, -2.3155], [0.3562, 4.1447, 0.5925], [0.6963, 4.1879, -1.1471], [-1.3747, 4.3575, 0.8470], [0.8813, 2.5990, 1.2384], [1.2359, 5.4596, 1.3837], [-3.4071, -1.0390, 2.4341], [-1.8673, -1.3114, 1.6267], [-4.6987, -0.9131, 1.2411], [-3.7847, -2.3800, 3.5259], [-3.3251, 0.4603, 3.3708], [-2.1757, -6.6781, 0.5874], [-0.6078, -6.9562, -0.1792], [-3.4239, -6.5771, -0.6628], [-2.5293, -8.0156, 1.6871], [-2.1281, -5.1646, 1.4897], [-3.8633, 6.3691, -1.8276], [-4.4369, 5.9866, -0.2006], [-4.5779, 5.2375, -2.9813], [-4.3423, 8.0156, -2.2456], [-2.1067, 6.2319, -1.8844], [-6.7865, -8.2084, 0.7780], [-8.2954, -8.6299, 1.5937], [-7.1461, -7.5573, -0.8263], [-5.9153, -7.0065, 1.7231], [-5.7712, -9.6423, 0.6093], [4.0197, 5.5640, -2.7635], [3.6233, 3.8476, -2.8855], [5.3344, 5.9497, -3.8710], [2.5966, 6.5288, -3.1729], [4.5080, 5.9234, -1.1004], [-6.4550, -0.7603, 6.2570], [-5.1300, -1.6147, 7.0528], [-6.8042, -1.5321, 4.7112], [-7.8950, -0.8273, 7.2830], [-6.0022, 0.9252, 5.9992], [9.1267, 7.0370, -0.6435], [10.0748, 6.5171, -2.0400], [7.4332, 6.5969, -0.8849], [9.7421, 6.2561, 0.8141], [9.2605, 8.7911, -0.4619], [-3.1599, -12.6281, -1.2223], [-4.8921, -12.6598, -1.5643], [-2.8148, -11.3314, -0.0745], [-2.6668, -14.1753, -0.5306], [-2.2690, -12.3396, -2.7183], [3.5841, 1.1847, 4.0328], [3.1361, 0.6808, 5.6641], [2.8076, 0.1197, 2.8538], [3.0511, 2.8432, 3.7583], [5.3375, 1.0880, 3.8463], [-5.7380, -5.7841, 5.9242], [-6.1074, -7.2883, 5.0867], [-7.2225, -4.8679, 6.1780], [-4.9862, -6.1296, 7.4842], [-4.6151, -4.8466, 4.9266], [-1.8914, -4.5330, -5.2622], [-1.7975, -4.8528, -6.9952], [-3.4414, -3.7857, -4.8771], [-1.7347, -6.0450, -4.3666], [-0.5804, -3.4382, -4.7958], [0.3772, 9.3439, -5.2930], [-1.0290, 10.3819, -5.5288], [1.8095, 10.3361, -5.0160], [0.1077, 8.3028, -3.8898], [0.6214, 8.3405, -6.7242], [11.6812, 8.0982, 4.6083], [10.8765, 8.6326, 6.0863], [12.0885, 6.3843, 4.7479], [10.6063, 8.3302, 3.2293], [13.1588, 9.0352, 4.3707]]}


# 3
{"formula": "C17H8Cl40F9O2S", "method": "ωB97M-V/def2-TZVPD", "total_charge": -1, "fmax_ev_per_a": 7.486, "molar_mass_da": 1865.42, "e_tot_ev": -558032.0897, "elements": ["O", "C", "O", "C", "C", "C", "C", "C", "F", "F", "C", "F", "F", "S", "F", "F", "F", "F", "F", "H", "H", "H", "H", "H", "H", "H", "H", "C", "Cl", "Cl", "Cl", "Cl", "C", "Cl", "Cl", "Cl", "Cl", "C", "Cl", "Cl", "Cl", "Cl", "C", "Cl", "Cl", "Cl", "Cl", "C", "Cl", "Cl", "Cl", "Cl", "C", "Cl", "Cl", "Cl", "Cl", "C", "Cl", "Cl", "Cl", "Cl", "C", "Cl", "Cl", "Cl", "Cl", "C", "Cl", "Cl", "Cl", "Cl", "C", "Cl", "Cl", "Cl", "Cl"], "positions_angstrom": [[4.2691, 1.3009, 1.8650], [3.4310, 0.7362, 0.9904], [3.9420, -0.5002, 0.3108], [1.9041, 1.2315, 0.6417], [1.5507, 2.7576, 1.1742], [0.2642, 2.6649, 2.2396], [-1.0269, 3.5529, 1.8088], [-1.8737, 3.0600, 0.5028], [-2.4606, 4.3523, -0.0405], [-1.0130, 2.6084, -0.6558], [-3.1762, 2.1325, 0.7802], [-3.9558, 1.9918, -0.5061], [-4.0895, 2.9202, 1.6879], [-2.9523, 0.4653, 1.5240], [-3.5596, -0.2217, 0.0344], [-1.3839, 0.2003, 0.9175], [-2.4297, 1.0256, 3.0511], [-4.6232, 0.5314, 2.0383], [-2.9123, -1.1267, 2.1558], [1.1789, 0.4016, 1.1000], [1.7968, 1.2052, -0.5468], [2.4966, 3.2121, 1.6922], [1.2268, 3.4300, 0.2721], [0.0285, 1.5459, 2.5576], [0.6941, 3.1645, 3.2367], [-1.8134, 3.6747, 2.6966], [-0.6561, 4.6638, 1.5793], [-0.6232, -2.6742, -0.9362], [0.2256, -2.5052, 0.6212], [-2.3223, -3.1221, -0.6409], [-0.5615, -1.1268, -1.8172], [0.1651, -3.9427, -1.9077], [6.5767, 0.8227, -2.1643], [7.7552, 1.9674, -2.8538], [6.9351, 0.5695, -0.4375], [4.9324, 1.4861, -2.3385], [6.6844, -0.7323, -3.0274], [-4.2232, 5.8092, -3.2427], [-5.9216, 6.2861, -2.9924], [-3.5308, 5.2469, -1.7003], [-4.1462, 4.4944, -4.4426], [-3.2943, 7.2093, -3.8354], [4.3784, 2.9179, 5.4661], [4.6921, 4.3697, 4.4819], [4.4709, 3.3408, 7.1944], [2.7535, 2.2884, 5.0949], [5.5972, 1.6729, 5.0933], [-5.2216, -5.5331, -2.2381], [-4.0804, -4.7075, -3.3292], [-6.6583, -6.0456, -3.1588], [-4.4326, -6.9623, -1.5245], [-5.7151, -4.4170, -0.9400], [9.3417, 5.5571, -4.5152], [10.5324, 6.4851, -3.5688], [9.6463, 3.8140, -4.3073], [7.6984, 5.9449, -3.9462], [9.4898, 5.9845, -6.2385], [-9.8583, -7.4902, -0.9784], [-9.6019, -8.7190, -2.2429], [-8.5368, -6.2965, -1.0336], [-11.4139, -6.6674, -1.2565], [-9.8805, -8.2781, 0.6195], [-2.6140, -10.6249, -2.5598], [-2.3003, -9.1732, -3.5441], [-2.5215, -10.2021, -0.8315], [-4.2389, -11.2545, -2.9311], [-1.3952, -11.8700, -2.9327], [11.1861, 1.6034, -0.7598], [12.0349, 1.7724, 0.7975], [9.4870, 1.1555, -0.4646], [11.2478, 3.1508, -1.6409], [11.9744, 0.3350, -1.7314], [-5.9140, -0.5841, 5.3068], [-5.6575, -1.8128, 4.0423], [-4.5925, 0.6097, 5.2516], [-7.4696, 0.2388, 5.0287], [-5.9362, -1.3720, 6.9047]]}


# 4
{"formula": "C17H8Cl5FeN4S3Se", "method": "ωB97M-V/def2-TZVPD", "total_charge": -2, "relative_energy_kcal_mol": 16.8, "fmax_ev_per_a": 0.931, "spin_multiplicity": 6, "molar_mass_da": 676.55, "elements": ["Fe", "S", "C", "S", "S", "Cl", "C", "C", "C", "Cl", "C", "Cl", "C", "Cl", "C", "Cl", "C", "C", "N", "H", "H", "H", "N", "C", "N", "C", "N", "Se", "C", "C", "C", "C", "C", "C", "H", "H", "H", "H", "H"], "positions_angstrom": [[-0.2302, 0.0963, 1.0894], [-0.3696, -3.4590, 4.3274], [-0.4296, -2.2527, 3.1830], [0.4509, -2.2581, 1.7219], [-1.2842, -0.8009, 3.3430], [-4.0098, 0.4988, 2.4061], [-3.3592, 1.6826, 1.2980], [-2.0320, 1.5961, 0.8929], [-1.6702, 2.5864, -0.0145], [-0.0528, 2.5097, -0.6681], [-2.5008, 3.5978, -0.4908], [-1.9287, 4.7806, -1.6266], [-3.8170, 3.6372, -0.0487], [-4.9003, 4.8666, -0.6195], [-4.2495, 2.6649, 0.8481], [-5.9057, 2.6889, 1.3779], [-1.5127, 0.1322, -3.0464], [-1.7084, -0.4288, -1.7110], [-1.7898, -0.7945, -0.6279], [-1.9892, 1.1109, -3.1114], [-1.9226, -0.5310, -3.8078], [-0.4339, 0.2386, -3.1793], [2.3848, 5.2833, 3.9327], [2.3495, 4.1564, 3.6374], [2.4141, 2.8745, 3.3587], [1.6122, 2.1045, 2.7241], [0.9622, 1.3193, 2.1667], [1.5940, -0.2515, -0.9859], [2.3946, -1.9670, -1.2328], [2.4234, -2.5539, -2.5056], [3.0405, -3.7831, -2.7236], [3.6412, -4.4673, -1.6706], [3.6186, -3.8973, -0.4019], [3.0121, -2.6636, -0.1857], [1.9528, -2.0271, -3.3301], [3.0468, -4.2126, -3.7211], [4.1136, -5.4301, -1.8350], [4.0777, -4.4167, 0.4317], [3.0072, -2.2305, 0.8051]]}